1.
Below is an isolated molecule of C4H5NO2, with properties calculated with ωB97M-V/def2-TZVPD.

Geometry as ORCA input:
```
! RIJCOSX wB97M-V def2-TZVPD def2/J DEFGRID3
* xyz 0 1
C -0.3016 -1.2745 0.8103
C -0.2286 -0.0689 -0.0012
N 0.6870 0.4771 -0.6842
C 0.2179 1.3542 -1.6307
O -1.2175 1.5431 -1.5234
C -1.6224 0.7107 -0.5890
O -2.7379 0.3780 -0.3682
H -1.2994 -1.4192 1.2550
H 0.3903 -1.5978 1.5380
H -0.2381 -2.0029 -0.0511
H 0.6306 2.3554 -1.5626
H 0.4009 0.8605 -2.6232
*
```

Output
E_LUMO = 0.02786 hartree
Calculated total energy = -9813.0841 eV
Energy relative to the best compared isomer or geometry (same formula, charge and spin) = 28.4 kcal per mole
SMILES string = CC1=NCOC1=O
HOMO energy = -9.682 eV
Strongest force on any atom = 4.57 eV/A
Gap between HOMO and LUMO = 10.44 eV

So, what does the natural (NBO) scheme give us? The charges, in e, come out as: C -0.689; C 0.212; N -0.428; C 0.068; O -0.476; C 0.728; O -0.564; H 0.252; H 0.250; H 0.252; H 0.199; H 0.196

2.
Below is a structure of composition C3H9N3, with properties calculated with ωB97M-V/def2-TZVPD.

Geometry as ORCA input:
```
! RIJCOSX wB97M-V def2-TZVPD def2/J DEFGRID3
* xyz 0 1
C 0.1004 0.9676 0.7488
C 1.3688 -0.2014 -1.8288
N 0.0849 -0.1098 -1.1714
N -1.5473 -0.3167 2.0385
C -0.1249 -0.4162 0.2331
N -1.4407 -0.0743 0.6478
H -0.7177 0.3287 -1.6088
H -1.5395 -1.3125 2.2694
H -2.4491 0.0329 2.3529
H 1.0104 1.1419 1.3129
H -0.3553 1.8829 0.4042
H 0.4843 -1.2374 0.6320
H 2.1647 -0.5147 -1.1491
H 1.6391 0.7712 -2.2465
H 1.3218 -0.9421 -2.6349
*
```

Output
E_LUMO (alpha / beta) = 0.03664 / 0.03721 hartree
Calculated total energy = -7721.2701 eV
Energy relative to the best compared isomer or geometry (same formula, charge and spin) = 145.4 kcal per mole
HOMO energy (alpha / beta) = -6.658 / -6.680 eV
Strongest force on any atom = 4.82 eV/A
Gap between HOMO and LUMO (alpha / beta) = 7.66 / 7.69 eV

So, what does the natural (NBO) scheme give us? The charges, in e, come out as: C -0.243; C -0.403; N -0.661; N -0.693; C 0.011; N -0.227; H 0.392; H 0.333; H 0.357; H 0.176; H 0.196; H 0.194; H 0.196; H 0.187; H 0.184

3.
Below is an isolated molecule of C2H3N3OS, with properties calculated with ωB97M-V/def2-TZVPD.

Geometry as ORCA input:
```
! RIJCOSX wB97M-V def2-TZVPD def2/J DEFGRID3
* xyz 0 1
H 1.3548 1.3057 -2.3576
N 0.2611 1.3912 -1.9997
C 0.1227 0.5882 -1.0311
N 1.0984 -0.5098 -0.4221
C 0.4099 -0.9502 0.6624
S 0.4536 -2.2576 1.7779
O -0.6785 -0.1052 1.0778
N -0.9271 0.7667 -0.0423
H -1.0139 -1.9749 1.9796
H -1.0809 1.7459 0.3550
*
```

Output
E_LUMO = 0.00317 hartree
Calculated total energy = -19471.8820 eV
Energy relative to the best compared isomer or geometry (same formula, charge and spin) = 73.9 kcal per mole
SMILES string = [H]/N=c1\nc(S)o[nH]1
HOMO energy = -9.370 eV
Strongest force on any atom = 5.16 eV/A
Gap between HOMO and LUMO = 9.46 eV

So, what does the natural (NBO) scheme give us? The charges, in e, come out as: H 0.375; N -0.678; C 0.519; N -0.513; C 0.334; S 0.087; O -0.379; N -0.358; H 0.210; H 0.403

4.
Below is a cluster of 7 separate species, C21H54BNO14PS in total, with properties calculated with ωB97M-V/def2-TZVPD.

Geometry as ORCA input:
```
! RIJCOSX wB97M-V def2-TZVPD def2/J DEFGRID3
* xyz 1 1
O -1.0497 2.0561 3.6874
C -1.2576 1.0492 3.0491
O -2.0462 0.0677 3.5169
C -0.6846 0.7965 1.6629
C 0.8089 0.4683 1.7209
C 1.6131 1.6750 2.2962
C 1.4270 2.9572 1.5030
O 0.4881 3.7041 1.5468
O 2.4550 3.1852 0.5939
C 1.0787 -0.7401 2.6336
C 1.3484 -1.8719 1.6332
C 2.1895 -1.1927 0.5697
P 3.9849 -1.1358 0.9223
O 4.6109 -0.1918 -0.1999
O 4.1687 -0.3050 2.2619
S 4.6409 -2.9320 1.0011
N 1.4373 0.1144 0.3519
C 0.5110 -0.0163 -0.8349
B 0.1648 1.3729 -1.5774
O -1.1043 1.8696 -1.5724
O 1.1798 2.0261 -2.1974
H -2.0230 -0.7114 2.9335
H -1.2203 -0.0390 1.2242
H -0.8875 1.6775 1.0570
H 2.6677 1.4043 2.2612
H 1.3546 1.8015 3.3421
H 3.2941 2.9784 1.0270
H 0.2178 -1.0204 3.2300
H 1.9309 -0.5832 3.2841
H 0.3824 -2.0627 1.1600
H 1.7797 -2.7890 2.0192
H 2.1757 -1.8424 -0.3072
H 4.0320 -0.0524 -0.9584
H 4.6494 -0.8492 2.9031
H 2.0872 0.8651 0.1058
H 1.0095 -0.6417 -1.5768
H -0.3792 -0.5614 -0.5347
H -1.7524 1.2543 -1.2220
H 0.8785 2.4834 -2.9916
C 0.8263 -0.1044 -6.0386
C 0.5140 -0.5772 -4.6360
O 1.5425 -1.4103 -4.0926
H 0.9588 -0.9585 -6.7012
H 0.0222 0.5212 -6.4269
H 1.7553 0.4721 -6.0540
H -0.4013 -1.1665 -4.6207
H 0.3824 0.2840 -3.9690
H 2.3628 -0.9087 -4.1173
C -2.5043 3.7571 -6.8981
C -2.9007 2.3951 -7.4349
O -2.3289 1.3279 -6.6728
H -1.4188 3.8631 -6.8951
H -2.9296 4.5560 -7.5053
H -2.8570 3.8866 -5.8717
H -2.5363 2.2618 -8.4512
H -3.9897 2.2932 -7.4494
H -2.6526 1.4112 -5.7719
C -3.6830 -3.9630 0.8907
C -3.0893 -3.1191 1.9969
O -2.2113 -2.0924 1.4672
H -2.8984 -4.4366 0.2999
H -4.3231 -4.7405 1.3051
H -4.2873 -3.3506 0.2170
H -2.4701 -3.7216 2.6585
H -3.8672 -2.6414 2.5939
H -2.7593 -1.5541 0.8849
C 1.4231 5.7899 -2.3842
C 2.9327 5.9437 -2.3363
O 3.3916 6.1979 -1.0159
H 0.9396 6.6867 -1.9988
H 1.0775 5.6219 -3.4082
H 1.1049 4.9528 -1.7625
H 3.2430 6.7988 -2.9335
H 3.4284 5.0525 -2.7410
H 3.1608 5.4402 -0.4686
C 4.2121 -6.5558 4.7923
C 3.0884 -5.9846 3.9501
O 3.4006 -4.6841 3.4433
H 4.4362 -5.8921 5.6273
H 3.9452 -7.5360 5.1874
H 5.1225 -6.6644 4.1989
H 2.1858 -5.8641 4.5473
H 2.8560 -6.6570 3.1179
H 4.1906 -4.7581 2.8971
C -6.8286 0.1355 4.4752
C -5.9266 -1.0815 4.4183
O -4.7060 -0.8156 3.7213
H -7.0624 0.4835 3.4689
H -7.7613 -0.0938 4.9904
H -6.3388 0.9545 5.0060
H -6.4116 -1.8928 3.8770
H -5.7012 -1.4374 5.4281
H -4.2401 -0.1122 4.1833
*
```

Output
E_LUMO = -0.10181 hartree
Calculated total energy = -73606.4548 eV
HOMO energy = -12.035 eV
Strongest force on any atom = 1.94 eV/A
Gap between HOMO and LUMO = 9.26 eV

So, what does the Löwdin scheme give us? The charges, in e, come out as: O 0.149; C -0.476; O 0.112; C -0.017; C -0.295; C -0.006; C -0.445; O 0.178; O 0.077; C -0.064; C -0.112; C -0.320; P 0.191; O -0.150; O -0.176; S 0.447; N 0.028; C 0.030; B -0.682; O 0.205; O 0.180; H 0.076; H 0.095; H 0.130; H 0.104; H 0.147; H 0.121; H 0.129; H 0.123; H 0.114; H 0.114; H 0.129; H 0.084; H 0.097; H 0.145; H 0.118; H 0.119; H 0.109; H 0.126; C -0.067; C -0.311; O -0.082; H 0.086; H 0.058; H 0.079; H 0.122; H 0.079; H 0.079; C -0.092; C -0.309; O -0.098; H 0.073; H 0.077; H 0.071; H 0.114; H 0.110; H 0.073; C -0.074; C -0.268; O -0.122; H 0.079; H 0.085; H 0.079; H 0.122; H 0.092; H 0.088; C -0.086; C -0.318; O -0.075; H 0.081; H 0.074; H 0.053; H 0.113; H 0.105; H 0.053; C -0.088; C -0.317; O -0.143; H 0.076; H 0.077; H 0.075; H 0.110; H 0.110; H 0.005; C -0.086; C -0.305; O -0.114; H 0.076; H 0.078; H 0.076; H 0.111; H 0.114; H 0.068

5.
Below is a cluster of 5 separate species, C2H14O4S in total, with properties calculated with ωB97M-V/def2-TZVPD.

Geometry as ORCA input:
```
! RIJCOSX wB97M-V def2-TZVPD def2/J DEFGRID3
* xyz 0 1
C 2.7288 0.7464 1.4718
C 2.8580 -0.2116 0.3302
S 3.8707 0.3941 -1.0682
H 3.4252 0.6049 2.3636
H 1.7844 0.6419 1.9680
H 2.8891 1.7793 1.1541
H 3.1415 -1.2265 0.6282
H 1.7750 -0.2001 -0.1148
H 4.5320 1.2762 -0.4014
O -3.4554 0.8534 1.8880
H -4.0383 0.5438 1.1239
H -2.7218 0.1711 1.8488
O -1.7074 -1.4507 -0.7855
H -1.0277 -2.0692 -1.1827
H -1.3809 -0.5344 -0.9129
O -4.4619 -0.9074 -0.4637
H -3.5399 -1.1418 -0.6793
H -4.8157 -1.6543 -0.9820
O -0.1003 0.4189 -2.0248
H 0.8059 0.7967 -1.8981
H -0.5614 1.1691 -2.2632
*
```

Output
E_LUMO = 0.00898 hartree
Calculated total energy = -21325.7879 eV
Energy relative to the best compared isomer or geometry (same formula, charge and spin) = 28.3 kcal per mole
SMILES string = CCS.O.O.O.O
HOMO energy = -9.526 eV
Strongest force on any atom = 3.39 eV/A
Gap between HOMO and LUMO = 9.77 eV

So, what does the natural (NBO) scheme give us? The charges, in e, come out as: C -0.631; C -0.516; S -0.047; H 0.213; H 0.223; H 0.214; H 0.224; H 0.208; H 0.111; O -0.959; H 0.493; H 0.464; O -0.992; H 0.492; H 0.505; O -0.973; H 0.492; H 0.468; O -0.949; H 0.486; H 0.472

6.
Below is a cluster of 10 separate species, C12H44N10O10 in total, with properties calculated with ωB97M-V/def2-TZVPD.

Geometry as ORCA input:
```
! RIJCOSX wB97M-V def2-TZVPD def2/J DEFGRID3
* xyz 0 1
N -2.5529 -1.4580 -0.9501
C -3.0996 -2.6398 -1.2199
N -4.2858 -2.7298 -0.7685
O -2.4921 -3.5734 -2.0850
H -1.5459 -1.3292 -1.3321
H -3.0155 -0.7879 -0.4119
H -5.0657 -3.2991 -1.2012
H -4.7307 -2.1363 -0.0202
N -3.7591 1.8162 -2.6353
C -3.2351 2.0269 -1.4319
N -2.6269 3.1323 -1.2905
O -3.5246 1.2258 -0.3577
H -4.2968 0.9088 -2.7958
H -3.8291 2.5439 -3.3475
H -2.4087 3.5116 -0.3507
H -2.3089 3.7247 -1.9897
N 3.4789 -2.2321 -0.1487
C 4.5371 -2.9797 0.1216
N 4.4035 -4.2418 -0.1911
O 5.7053 -2.4733 0.6089
H 3.4942 -1.2081 0.0810
H 2.6481 -2.5882 -0.5982
H 5.1316 -4.7792 0.2435
H 3.6132 -4.7334 -0.5657
N 0.9110 -3.0546 -0.9896
C 0.5417 -2.2322 -1.9809
N 0.1092 -1.0258 -1.7083
O 0.6232 -2.6538 -3.2713
H 1.2091 -4.0480 -1.1856
H 0.5311 -2.9379 -0.1016
H -0.1830 -0.5302 -2.6003
H 0.1181 -0.4993 -0.8221
N 0.6440 2.6961 -1.3442
C 1.8065 3.2774 -1.2531
N 2.2282 3.8429 -2.3197
O 2.5728 3.1438 -0.1056
H 0.3592 2.2485 -0.5023
H -0.0448 2.5780 -2.1566
H 3.2112 4.1192 -2.2727
H 1.6928 3.9842 -3.1778
C 5.8255 0.8346 0.2140
C 4.5697 0.6484 -0.6869
O 3.3936 0.4817 0.0970
H 6.6896 1.2789 -0.3062
H 6.0764 -0.0189 0.8332
H 5.5929 1.5765 0.9951
H 4.6769 -0.2489 -1.2598
H 4.3709 1.5151 -1.2944
H 2.9664 1.3853 0.2095
C 0.8332 0.2163 1.9095
C -0.6372 0.5377 1.6483
O -0.8050 0.7635 0.2250
H 1.3469 -0.6291 1.3587
H 1.0437 0.0014 3.0025
H 1.4874 1.0845 1.6117
H -0.9055 1.3730 2.3103
H -1.3287 -0.1545 2.0259
H -1.6123 1.2875 0.2447
C -0.8723 -2.9638 2.4542
O -1.7722 -3.1097 1.3207
H 0.0921 -2.5762 2.1810
H -0.6191 -4.0373 2.7354
H -1.3183 -2.5374 3.4089
H -2.1990 -2.2337 1.0565
C -4.4975 -0.6707 2.4024
O -5.0538 -0.8267 1.0919
H -4.2606 -1.5726 2.8697
H -5.2358 -0.2255 3.0792
H -3.5445 -0.2282 2.2783
H -5.9867 -1.0965 1.0521
C -0.4934 4.1308 1.6139
O -1.7903 4.1320 1.1385
H 0.1461 3.6454 0.9448
H -0.3443 3.5406 2.5262
H -0.1635 5.1094 1.8531
H -2.2362 4.9783 1.2834
*
```

Output
E_LUMO = -0.01692 hartree
Calculated total energy = -48531.1210 eV
Energy relative to the best compared isomer or geometry (same formula, charge and spin) = 141.1 kcal per mole
SMILES string = NC(N)=O.NC(N)=O.NC(N)=O.NC(N)=O.NC(N)=O.CCO.CCO.CO.CO.CO
HOMO energy = -8.059 eV
Strongest force on any atom = 9.01 eV/A
Gap between HOMO and LUMO = 7.60 eV

So, what does the Löwdin scheme give us? The charges, in e, come out as: N 0.143; C -0.629; N 0.141; O -0.147; H 0.087; H 0.027; H 0.150; H 0.083; N 0.158; C -0.610; N 0.181; O -0.107; H 0.161; H 0.115; H 0.088; H 0.094; N 0.165; C -0.618; N 0.151; O -0.120; H 0.072; H 0.042; H 0.109; H 0.101; N 0.150; C -0.605; N 0.135; O -0.099; H 0.162; H 0.066; H 0.166; H 0.088; N 0.171; C -0.615; N 0.178; O -0.118; H 0.048; H 0.157; H 0.140; H 0.133; C -0.067; C -0.279; O -0.175; H 0.071; H 0.049; H 0.068; H 0.093; H 0.090; H 0.053; C -0.070; C -0.262; O -0.130; H 0.070; H 0.103; H 0.071; H 0.108; H 0.060; H 0.036; C -0.153; O -0.157; H 0.037; H 0.096; H 0.093; H 0.058; C -0.095; O -0.151; H 0.056; H 0.097; H 0.054; H 0.105; C -0.135; O -0.111; H 0.033; H 0.089; H 0.087; H 0.113